DFT (ωB97M-V/def2-TZVPD) results for C7H15NO2Pd as an isolated structure in a non-equilibrium geometry.

Summary:
Energy in eV: -16542.321
Net charge: +2
HOMO energy in eV: -15.98
Energy relative to the best compared isomer or geometry (same formula, charge and spin) in kcal/mol: 0.0
Frontier orbital gap in eV: 2.4

Cartesian coordinates (Å):
C: -1.82666 1.22803 -2.08340
C: -1.35005 -0.02443 -1.36308
C: -0.38585 0.12617 -0.17127
C: -0.10541 -1.21575 0.51044
C: 0.64920 -1.19982 1.85969
C: 1.31685 0.20482 2.20259
N: 1.87717 0.16278 3.47954
O: -0.92322 -1.00662 -2.27962
C: 0.36482 -1.02932 -2.73032
O: 0.86571 -1.96588 -3.20983
H: -2.73096 1.66431 -1.64742
H: -1.96042 1.07287 -3.15590
H: -0.98363 2.02407 -1.92288
H: -2.27245 -0.44386 -0.91543
H: 0.55709 0.58171 -0.51756
H: -0.86809 0.82667 0.52598
H: -1.05208 -1.74842 0.65934
H: 0.50272 -1.83351 -0.16518
H: -0.01834 -1.49558 2.67553
H: 1.47546 -1.91797 1.85918
H: 2.07778 0.45234 1.45729
H: 0.48867 0.94257 2.19174
H: 1.32342 0.50295 4.26247
H: 2.85111 0.43110 3.59883
H: 0.83893 -0.02300 -2.72976
Pd: -0.71175 3.68376 -2.39097

Cartesian forces (eV/Å) of the 2 atoms listed first:
-0.32 0.22 0.04
0.07 -0.05 -0.07


DFT (ωB97M-V/def2-TZVPD) results for one molecule with the formula C14H21NO2.

Summary:
Energy in eV: -20443.112
HOMO energy in eV: -7.85
Energy relative to the best compared isomer or geometry (same formula, charge and spin) in kcal/mol: 35.2
Frontier orbital gap in eV: 8.8
Structure (SMILES): COc1ccc(OCCNC2CCCC2)cc1

Cartesian coordinates (Å):
C: -5.59585 -4.24524 -2.51761
H: -6.49812 -4.31432 -3.12356
O: -5.22512 -2.88982 -2.54037
C: -4.10498 -2.51275 -1.85289
C: -3.29128 -3.36767 -1.11685
C: -2.18107 -2.87166 -0.46135
C: -1.85289 -1.52007 -0.52075
C: -2.66744 -0.66520 -1.25664
C: -3.77765 -1.16120 -1.91206
H: -4.41300 -0.50416 -2.48460
H: -2.44853 0.38816 -1.32894
O: -0.73386 -1.14485 0.16675
C: -0.34968 0.21074 0.13853
C: 0.93343 0.34724 0.95340
N: 1.41496 1.71285 0.89218
H: 0.70555 2.33368 1.27296
C: 2.66427 1.92179 1.60656
C: 2.94460 3.41721 1.79623
H: 2.49201 3.81248 2.70524
H: 2.54220 3.95790 0.93833
C: 4.46538 3.50969 1.79915
H: 4.82505 4.52429 1.63402
H: 4.85829 3.15326 2.75300
C: 4.85931 2.55388 0.67584
H: 4.73317 3.05384 -0.28485
H: 5.89417 2.22348 0.75395
C: 3.86741 1.38872 0.79622
H: 4.32441 0.54019 1.30432
H: 3.52989 1.05893 -0.18443
H: 2.64058 1.42707 2.59531
H: 1.69301 -0.30914 0.52264
H: 0.74141 0.00318 1.98502
H: -1.13829 0.84302 0.57269
H: -0.16009 0.54439 -0.89007
H: -1.54565 -3.52894 0.11086
H: -3.50862 -4.42150 -1.04470
H: -5.81756 -4.58616 -1.50069
H: -4.81943 -4.88334 -2.95285

Cartesian forces (eV/Å) of the 2 atoms listed first:
-0.05 -0.17 0.00
0.06 -0.06 0.05


DFT (ωB97M-V/def2-TZVPD) results for C24H24N8O4Rb as an isolated structure in a non-equilibrium geometry.

Summary:
Energy in eV: -46036.012
Net charge: +1
HOMO energy in eV: -11.59
Energy relative to the best compared isomer or geometry (same formula, charge and spin) in kcal/mol: 18.7
Frontier orbital gap in eV: 9.1

Cartesian coordinates (Å):
Rb: -1.54572 0.18580 -0.18716
C: -0.96179 -2.48660 4.34075
O: -0.86112 -1.07860 4.52664
C: -0.94467 -0.51663 3.31050
N: -1.10782 -1.28799 2.31283
C: -1.17323 -2.65151 2.80344
C: -0.15480 -3.59021 2.19630
C: -0.26932 -4.94954 2.47458
C: 0.66920 -5.84816 2.00181
C: 1.72895 -5.39800 1.23105
C: 1.83913 -4.04900 0.93873
C: 0.90567 -3.14353 1.42046
C: -0.88586 0.94879 3.25974
C: -1.08969 1.68035 4.43198
C: -1.06024 3.06273 4.35959
C: -0.82204 3.66414 3.13568
C: -0.63044 2.84532 2.02059
N: -0.66411 1.51887 2.08123
C: -0.41895 3.46203 0.70694
N: -0.55246 2.87393 -0.41167
C: -0.34111 3.84880 -1.46266
C: 0.02289 5.14618 -0.67578
O: -0.10890 4.76894 0.69178
C: 0.72460 3.47024 -2.46487
C: 1.60969 2.42244 -2.25249
C: 2.59003 2.14686 -3.19407
C: 2.69794 2.90982 -4.34466
C: 1.81625 3.95692 -4.55858
C: 0.83445 4.23144 -3.62482
H: -1.79703 -2.85422 4.93957
H: -0.02809 -2.94612 4.67715
H: -2.17311 -3.04451 2.57511
H: -1.09689 -5.30043 3.07356
H: 0.57760 -6.89815 2.23722
H: 2.46756 -6.09654 0.86752
H: 2.67629 -3.70041 0.34972
H: 1.00600 -2.08424 1.21298
H: -1.27420 1.16784 5.36243
H: -1.22760 3.66195 5.24156
H: -0.79175 4.73659 3.02684
H: -1.28904 3.96164 -2.00537
H: -0.65376 5.98010 -0.86963
H: 1.05828 5.45343 -0.84922
H: 1.53498 1.83505 -1.34469
H: 3.29594 1.34592 -3.02048
H: 3.46944 2.69771 -5.06945
H: 1.89611 4.55958 -5.45095
H: 0.14653 5.04748 -3.79023
N: 1.15914 -1.22362 -1.98668
N: 0.55468 -2.20455 -2.76934
C: -0.77235 -2.18844 -2.99665
N: -1.26641 -2.98546 -3.94268
N: -1.46718 -1.32365 -2.28610
N: -2.77298 -1.35180 -2.22841
O: -3.28962 -0.40175 -1.69210
O: -3.40715 -2.29207 -2.65232
H: 1.67078 -0.55981 -2.56323
H: 1.77329 -1.64549 -1.29787
H: 1.13045 -2.80056 -3.36067
H: -0.67981 -3.59788 -4.48579
H: -2.27662 -3.09144 -3.96966

Cartesian forces (eV/Å) of the 2 atoms listed first:
1.53 0.92 1.82
-0.07 -0.67 -0.13


DFT (ωB97M-V/def2-TZVPD) results for a 2-piece molecular cluster, C24H30N2O6 overall in a non-equilibrium geometry.

Summary:
Energy in eV: -40641.750
HOMO energy in eV: -9.21
Energy relative to the best compared isomer or geometry (same formula, charge and spin) in kcal/mol: 12.9
Frontier orbital gap in eV: 9.6
Structure (SMILES): COC(=O)c1ccccc1-c1cccc(C(=O)O)c1.CNC(=O)[C@H](CC(C)C)NC(C)=O

Cartesian coordinates (Å):
O: 2.31151 -2.32931 1.84438
O: 1.49287 -4.15889 -3.78066
O: -4.51060 2.73158 4.79746
O: -0.74718 2.24184 5.72603
O: 3.83914 -3.99275 1.85390
O: 1.31069 -3.54291 -5.98639
C: 3.14970 -2.99458 1.25736
C: 1.30372 -3.30503 -4.64303
C: -4.27731 3.03273 3.63689
C: -1.27864 2.89206 4.83486
C: -0.37542 0.07411 -4.62441
C: 4.91111 -2.76219 -2.08832
C: 0.23180 0.71597 -3.54709
C: 4.66391 -3.02913 -0.73725
C: 0.00047 -1.22792 -4.96083
C: 3.91511 -2.18503 -2.88269
C: 2.44325 -2.10662 -0.96770
C: 1.21499 0.05214 -2.81230
C: 3.42521 -2.70318 -0.15853
C: 0.98899 -1.91831 -4.23220
C: 2.67174 -1.85683 -2.32680
C: 1.61020 -1.25420 -3.14127
N: -1.21301 4.22919 4.90972
N: -3.10596 2.81405 3.03881
C: 1.57607 -4.90060 -6.37145
C: -5.34436 3.69711 2.79891
C: -1.64032 5.24553 3.94932
C: -0.37392 0.56929 0.45136
C: -1.83978 -0.58368 2.07699
C: -1.45328 0.78350 1.51161
C: -0.93546 1.74756 2.59783
C: -1.96969 2.13204 3.67569
H: 3.49027 -4.01991 2.75738
H: -1.14228 0.58355 -5.20080
H: 5.87146 -3.02070 -2.52393
H: -0.05895 1.72799 -3.28005
H: 5.43748 -3.49678 -0.13348
H: -0.49337 -1.71580 -5.79729
H: 4.10034 -1.99494 -3.93561
H: 1.47505 -1.85901 -0.53983
H: 1.68693 0.56004 -1.97570
H: -0.76706 4.55551 5.75321
H: -3.00674 3.10199 2.08113
H: 2.54465 -5.23577 -5.98483
H: 1.59744 -4.97914 -7.46243
H: 0.79590 -5.57014 -5.99359
H: -5.45767 3.15648 1.86113
H: -6.28532 3.67048 3.34814
H: -5.06177 4.73041 2.60688
H: -2.72327 5.36827 3.99926
H: -1.17370 6.20036 4.19688
H: -1.34295 4.96239 2.93884
H: -0.75373 -0.08883 -0.33028
H: -0.09675 1.52465 0.00834
H: 0.50654 0.11177 0.90664
H: -2.13517 -1.25057 1.26764
H: -0.99274 -1.02150 2.60739
H: -2.68078 -0.48358 2.76143
H: -2.32316 1.22112 1.02156
H: -0.57876 2.66132 2.12089
H: -0.08199 1.27906 3.09188
H: -2.34544 1.21374 4.12900

Cartesian forces (eV/Å) of the 2 atoms listed first:
0.63 -0.87 0.08
-0.07 0.78 -1.79